Record 1
Formula: CHO2Sr
Source: OMol25
Level of theory: wB97M-V/def2-TZVPD

Output
E_LUMO, eV: -5.70
Relative energy (zero: lowest compared OMol25 entry of this formula, charge and spin), eV: 1.3546
Net charge: +1
E_HOMO, eV: -12.08
Total energy, Eh: -219.63141
HOMO-LUMO gap, eV: 6.39

Positions of all 5 atoms, in Å:
Sr (0.4076, -0.6979, -1.8591)
O (-0.7596, 0.0633, 0.1115)
O (1.3914, 0.1649, 0.1205)
C (0.4176, 0.4970, 0.8287)
H (-1.4570, -0.0273, 0.7985)

---

Record 2
Formula: C6H10
Source: OMol25
Level of theory: wB97M-V/def2-TZVPD

Output
E_LUMO, eV: 1.24
Relative energy (zero: lowest compared OMol25 entry of this formula, charge and spin), eV: 1.2572
Net charge: 0
E_HOMO, eV: -9.37
Total energy, Eh: -234.55631
SMILES string: CC[C@H]1C=CC1
HOMO-LUMO gap, eV: 10.62

Positions of all 16 atoms, in Å:
C (-1.7279, 0.7164, -0.1501)
C (1.1152, -0.1556, 1.3671)
C (1.1401, -0.7331, -0.0469)
C (-1.4189, -0.5800, -0.1450)
C (-0.1035, -0.3895, -0.8734)
C (-0.5151, 1.1192, -0.9608)
H (0.1948, -0.4362, 1.8870)
H (2.0430, -0.3868, -0.5630)
H (-0.7482, 1.4536, -1.9783)
H (-2.5654, 1.2873, 0.2400)
H (1.1427, 0.9387, 1.3457)
H (-0.0418, -0.8767, -1.8554)
H (1.9667, -0.4975, 1.9654)
H (0.1813, 1.8350, -0.5112)
H (-1.8878, -1.4684, 0.2712)
H (1.2247, -1.8264, 0.0078)

---

Record 3
Formula: C19H60N12O11
Source: OMol25
Level of theory: wB97M-V/def2-TZVPD

Output
E_LUMO, eV: -0.10
Relative energy (zero: lowest compared OMol25 entry of this formula, charge and spin), eV: 0.0000
Net charge: 0
E_HOMO, eV: -7.56
Total energy, Eh: -2244.48571
SMILES string: NC(N)=O.NC(N)=O.NC(N)=O.NC(N)=O.NC(N)=O.NC(N)=O.CC(C)O.CC(C)O.CC(C)O.CC(C)O.CO
HOMO-LUMO gap, eV: 7.46

Positions of all 102 atoms, in Å:
O (-3.0127, -5.1611, 0.3424)
O (-0.9621, -4.1861, -3.2478)
O (1.2376, 0.4313, 2.3462)
O (0.1042, 1.5442, 0.0704)
O (1.0286, -3.2599, 0.7833)
O (0.0594, 0.2619, -3.9095)
O (-3.0807, 5.6043, -0.9295)
O (2.5810, -0.2536, -1.5671)
O (-2.9565, 1.5292, -3.7824)
O (-3.4116, -0.4212, 1.3277)
O (3.5112, -1.1748, 0.7239)
N (1.5381, 1.5380, -5.1000)
N (-2.9255, 4.4735, 1.0561)
N (3.5576, 1.2241, -3.0960)
N (1.8116, 1.9180, -1.9157)
N (1.6559, -2.1666, 2.7145)
N (-0.3953, 1.2439, -5.9324)
N (-4.0918, -3.6238, 1.7345)
N (0.6700, -3.0459, -1.9918)
N (-1.2786, 4.1835, -0.3215)
N (-0.4483, -4.5701, -0.9607)
N (-0.4366, -2.7025, 2.6037)
N (-2.3919, -2.8507, 0.4435)
C (-0.2696, -3.8917, -2.0746)
C (-2.7429, -0.4555, -2.6222)
C (4.7085, -1.4587, 0.6139)
C (0.3848, 1.0230, -4.9244)
C (-2.3989, 4.7501, -0.0923)
C (1.4911, 2.5547, 2.8547)
C (-3.5839, 1.6741, -1.6548)
C (3.3843, 0.8807, 3.2522)
C (2.6687, 0.9994, -2.1986)
C (-3.6392, -0.0017, 3.5452)
C (-2.8102, 0.1789, 2.2798)
C (0.7157, -2.7621, 2.0391)
C (-3.1252, -3.9031, 0.8760)
C (1.8846, 1.1017, 3.2051)
C (5.3859, -2.0808, 1.8816)
C (-2.6812, 1.1189, -2.6665)
C (-2.4688, 1.6726, 2.1549)
C (5.5635, -0.3745, -0.0249)
C (-0.3409, 0.2577, -0.3340)
H (4.6395, -2.0952, -0.2663)
H (-4.6054, -4.3415, 2.1698)
H (-3.8211, -1.0239, 3.6486)
H (1.5364, 0.9403, 4.2580)
H (1.7883, 1.7024, -6.0312)
H (-1.0991, 3.2970, 0.0947)
H (-3.5803, 2.7750, -1.6534)
H (4.9723, 0.2671, -0.7089)
H (-1.7821, -0.2180, 2.4487)
H (5.3135, -1.4332, 2.7835)
H (-4.6032, 1.2794, -1.5939)
H (4.0677, 0.3416, -3.3006)
H (-4.2192, -2.7146, 2.1568)
H (-1.1949, -2.9191, 1.9501)
H (1.6328, -1.9406, 3.6756)
H (-2.4495, 4.1312, 1.8643)
H (2.2038, 1.3297, -4.3882)
H (0.9736, 1.7032, -1.3134)
H (-1.8082, -0.9219, -3.1063)
H (0.0544, -4.3564, -0.0820)
H (-0.6628, -2.1411, 3.4258)
H (-3.2854, 2.3411, 2.4391)
H (3.2265, -0.7561, -0.0839)
H (-0.2376, 1.8581, -6.6964)
H (-0.3292, 0.2245, -1.4639)
H (6.3527, -0.9039, -0.5699)
H (-1.1453, -5.2977, -1.0486)
H (1.4671, -0.4951, 2.4701)
H (1.1930, -2.9336, -1.1229)
H (3.5343, -0.0724, 3.7904)
H (-1.2581, -0.2115, 0.0833)
H (-2.1777, 1.7968, 1.0810)
H (1.5875, 2.6572, -2.6269)
H (-4.3610, -0.2798, 1.3433)
H (0.3778, -0.4808, -0.0255)
H (3.8598, 2.0608, -3.6991)
H (-3.5707, -0.7411, -3.1531)
H (-3.8360, 4.8043, 1.3006)
H (-1.5661, 1.8514, 2.7412)
H (-3.2250, 0.4479, 4.4082)
H (3.9831, 1.7134, 3.6813)
H (-1.6779, 1.4984, -2.3678)
H (-0.8851, 4.4062, -1.3096)
H (0.8179, -2.3531, -2.7839)
H (-2.4032, 2.3070, -3.9639)
H (0.5768, 1.4517, 0.9435)
H (-1.7419, -3.1378, -0.3491)
H (-3.2952, 1.4972, -0.6151)
H (5.8644, 0.3082, 0.7764)
H (-4.5723, 0.4469, 3.3505)
H (1.7985, 2.8834, 1.9261)
H (0.4401, 2.6890, 2.8969)
H (-2.8137, -0.8341, -1.6288)
H (-2.6749, -1.8954, 0.6202)
H (6.4279, -2.2472, 1.7887)
H (3.7609, 0.7614, 2.2060)
H (1.8504, 3.2990, 3.5060)
H (-1.3366, 0.8080, -5.8062)
H (4.9141, -3.0163, 2.2330)
H (2.5135, -1.9366, 2.1944)